1.
{
  "formula": "C5H8N2",
  "method": "ωB97M-V/def2-TZVPD",
  "species": ["C", "C", "C", "C", "N", "N", "C", "H", "H", "H", "H", "H", "H", "H", "H"],
  "xyz": [[1.350, 1.226, -0.679], [0.058, 0.529, -1.028], [-0.229, -0.903, -0.773], [0.589, -1.611, 0.191], [1.064, -2.094, 1.130], [-1.072, 0.122, -0.128], [-1.201, -0.128, 1.414], [1.757, 0.881, 0.272], [2.110, 1.055, -1.458], [1.181, 2.307, -0.636], [-0.279, 0.824, -2.034], [-0.646, -1.532, -1.563], [-1.409, -1.189, 1.378], [-2.072, 0.280, 1.965], [-0.328, 0.019, 2.076]],
  "homo_ev": -9.5,
  "lumo_ev": 0.915,
  "smiles": "C[C@H]1[C@@H](C#N)N1C",
  "charge": 0,
  "spin_multiplicity": 1
}

2.
{
  "formula": "C20H25FN4OS",
  "method": "ωB97M-V/def2-TZVPD",
  "species": ["C", "C", "C", "C", "N", "C", "H", "H", "H", "C", "H", "C", "N", "C", "O", "C", "C", "C", "C", "N", "N", "C", "C", "C", "C", "C", "C", "C", "H", "H", "H", "H", "F", "C", "H", "H", "H", "S", "H", "H", "H", "H", "H", "H", "H", "H", "H", "H", "H", "H", "H", "H"],
  "xyz": [[-1.304, 1.887, 1.784], [-0.483, 1.112, 2.807], [0.016, 1.976, 3.966], [0.877, 3.167, 3.536], [1.923, 2.831, 2.581], [2.451, 4.030, 1.959], [3.184, 3.760, 1.202], [1.641, 4.569, 1.470], [2.932, 4.705, 2.684], [2.980, 2.017, 3.162], [2.514, 1.261, 3.794], [3.781, 1.295, 2.069], [2.879, 0.690, 1.121], [2.758, -0.651, 0.984], [3.536, -1.451, 1.474], [1.619, -1.094, 0.166], [0.590, -0.397, -0.394], [-0.322, -1.248, -1.062], [0.081, -2.591, -0.965], [-0.836, -3.351, -1.586], [-1.815, -2.584, -2.073], [-1.545, -1.314, -1.783], [-2.484, -0.276, -2.175], [-2.159, 1.075, -2.272], [-3.085, 2.034, -2.636], [-4.382, 1.651, -2.926], [-4.734, 0.312, -2.855], [-3.799, -0.633, -2.484], [-4.059, -1.678, -2.425], [-5.743, 0.006, -3.086], [-5.111, 2.394, -3.210], [-2.775, 3.066, -2.694], [-0.897, 1.496, -2.026], [-0.846, -4.773, -1.757], [0.025, -5.094, -2.332], [-0.831, -5.271, -0.786], [-1.756, -5.036, -2.293], [1.535, -2.833, -0.087], [0.483, 0.669, -0.339], [2.134, 1.298, 0.815], [4.386, 0.498, 2.507], [4.445, 1.990, 1.546], [3.667, 2.613, 3.787], [0.230, 3.902, 3.052], [1.298, 3.644, 4.440], [-0.841, 2.377, 4.513], [0.570, 1.340, 4.660], [0.372, 0.651, 2.312], [-1.096, 0.308, 3.221], [-1.722, 1.208, 1.045], [-0.687, 2.618, 1.267], [-2.126, 2.409, 2.269]],
  "homo_ev": -8.1,
  "lumo_ev": 0.524,
  "smiles": "CCCCN(C)CCNC(=O)c1cc2c(-c3ccccc3F)nn(C)c2s1",
  "charge": 0,
  "spin_multiplicity": 1
}

3.
{
  "formula": "C3H8N2O2",
  "method": "ωB97M-V/def2-TZVPD",
  "species": ["C", "C", "N", "C", "N", "H", "H", "H", "H", "H", "H", "O", "H", "H", "O"],
  "xyz": [[-0.133, 1.142, 1.976], [0.619, 0.097, 1.709], [0.886, 0.038, 0.333], [0.231, 1.128, -0.239], [-0.371, 1.853, 0.821], [-0.396, 1.682, 2.844], [1.011, -0.552, 2.519], [-0.337, 1.038, -1.220], [-1.096, 2.585, 0.626], [-1.004, -1.114, -1.179], [-1.245, -2.235, -0.297], [-1.392, -2.028, -1.271], [1.199, -0.953, -1.418], [0.965, -1.792, -2.777], [1.061, -0.890, -2.428]],
  "homo_ev": -9.6,
  "lumo_ev": 0.603,
  "smiles": "c1c[nH]cn1.O.O",
  "charge": 0,
  "spin_multiplicity": 1
}

4.
{
  "formula": "C7H10N2O2",
  "method": "ωB97M-V/def2-TZVPD",
  "species": ["C", "C", "C", "C", "C", "C", "C", "N", "N", "O", "O", "H", "H", "H", "H", "H", "H", "H", "H", "H", "H"],
  "xyz": [[1.027, -0.601, -0.156], [0.598, 0.728, -0.006], [0.086, -1.588, -0.268], [-0.791, 0.903, 0.262], [-3.617, -0.787, -0.196], [2.521, -0.932, -0.391], [1.382, 1.934, -0.080], [-2.912, 0.132, 0.313], [-1.523, -0.124, 0.387], [0.112, -2.766, 0.236], [-1.181, 2.115, 0.463], [-4.706, -0.711, -0.200], [-3.144, -1.721, -0.706], [2.760, -1.929, -0.507], [2.872, -0.484, -1.359], [3.136, -0.446, 0.524], [1.650, 2.177, -1.196], [0.836, 2.816, 0.242], [2.310, 1.906, 0.492], [0.621, -2.820, 1.133], [-2.038, 2.199, 1.013]],
  "homo_ev": [-5.6, -8.4],
  "lumo_ev": [0.624, -0.709],
  "charge": 0,
  "spin_multiplicity": 3
}

5.
{
  "formula": "C20H62N4O26P6",
  "method": "ωB97M-V/def2-TZVPD",
  "species": ["C", "O", "P", "O", "O", "C", "O", "C", "H", "H", "H", "H", "H", "H", "H", "H", "H", "C", "O", "P", "O", "O", "C", "O", "C", "H", "H", "H", "H", "H", "H", "H", "H", "H", "C", "O", "P", "O", "O", "C", "O", "C", "H", "H", "H", "H", "H", "H", "H", "H", "H", "C", "O", "P", "O", "O", "C", "O", "C", "H", "H", "H", "H", "H", "H", "H", "H", "H", "C", "O", "P", "O", "O", "C", "O", "C", "H", "H", "H", "H", "H", "H", "H", "H", "H", "C", "O", "P", "O", "O", "C", "O", "C", "H", "H", "H", "H", "H", "H", "H", "H", "H", "C", "O", "N", "N", "H", "H", "H", "H", "C", "O", "N", "N", "H", "H", "H", "H"],
  "xyz": [[3.352, 3.627, 2.998], [3.048, 2.248, 2.762], [4.233, 1.117, 2.436], [5.361, 1.659, 1.651], [4.602, 0.442, 3.885], [3.538, 0.129, 4.778], [3.497, -0.043, 1.576], [3.993, -1.325, 1.511], [4.099, 3.948, 2.272], [3.470, 3.856, 4.058], [2.476, 4.238, 2.780], [3.286, 0.983, 5.406], [4.025, -0.568, 5.460], [2.661, -0.280, 4.275], [4.842, -1.457, 2.182], [4.336, -1.691, 0.543], [3.351, -2.102, 1.925], [-5.528, -0.880, 0.848], [-5.529, -1.300, -0.502], [-4.111, -1.351, -1.356], [-3.129, -2.116, -0.588], [-3.922, 0.252, -1.406], [-4.826, 0.999, -2.147], [-4.560, -1.801, -2.853], [-3.696, -2.019, -3.925], [-6.425, -1.171, 1.394], [-5.658, 0.202, 0.878], [-4.631, -1.104, 1.425], [-5.414, 1.804, -1.707], [-5.640, 0.356, -2.484], [-4.351, 1.320, -3.074], [-2.648, -1.943, -3.637], [-3.874, -1.306, -4.730], [-3.999, -3.033, -4.186], [0.112, -3.379, -3.602], [0.043, -2.011, -3.298], [0.947, -0.983, -4.264], [0.877, -1.284, -5.704], [2.462, -1.048, -3.672], [2.729, -1.097, -2.333], [0.546, 0.500, -3.827], [-0.852, 0.807, -4.003], [-0.129, -3.787, -2.621], [1.045, -3.668, -4.086], [-0.765, -3.748, -4.134], [3.303, -0.210, -2.066], [3.320, -1.987, -2.117], [1.782, -1.221, -1.809], [-1.242, 1.299, -3.112], [-1.410, -0.119, -4.143], [-1.037, 1.546, -4.783], [0.403, 5.671, -2.326], [-0.117, 4.394, -2.085], [0.700, 3.497, -0.951], [0.045, 2.113, -0.766], [2.270, 3.559, -1.317], [3.235, 2.754, -0.729], [0.693, 4.429, 0.398], [-0.482, 4.369, 1.204], [0.384, 6.249, -1.402], [-0.128, 6.204, -3.114], [1.437, 5.648, -2.670], [3.531, 2.941, 0.303], [4.176, 2.690, -1.276], [2.875, 1.735, -0.584], [-0.348, 3.523, 1.878], [-1.402, 4.053, 0.713], [-0.753, 5.326, 1.651], [-2.960, 2.160, 2.043], [-3.160, 3.526, 2.080], [-4.243, 4.423, 1.235], [-3.991, 5.878, 1.222], [-4.261, 3.740, -0.260], [-3.361, 4.082, -1.313], [-5.648, 3.967, 1.974], [-5.735, 3.762, 3.406], [-2.820, 1.775, 3.053], [-2.020, 1.898, 1.557], [-3.736, 1.644, 1.478], [-2.831, 5.027, -1.196], [-3.824, 4.050, -2.299], [-2.553, 3.354, -1.384], [-6.274, 2.831, 3.580], [-6.338, 4.567, 3.826], [-4.814, 3.513, 3.933], [3.755, -8.330, -1.741], [2.719, -7.421, -1.430], [3.162, -6.171, -0.491], [3.495, -6.521, 0.944], [4.339, -5.475, -1.329], [4.333, -5.226, -2.703], [1.883, -5.259, -0.807], [1.403, -4.303, 0.091], [3.407, -9.034, -2.497], [3.882, -8.904, -0.823], [4.692, -7.909, -2.107], [5.327, -4.869, -2.968], [3.647, -4.434, -3.003], [3.990, -6.039, -3.345], [0.314, -4.288, 0.133], [1.720, -3.292, -0.166], [1.657, -4.451, 1.141], [-0.410, -0.509, 4.836], [-1.402, -0.025, 4.397], [-0.014, -1.746, 4.513], [0.342, -0.071, 5.809], [0.865, -1.927, 4.976], [-0.341, -2.063, 3.612], [0.925, -0.834, 6.123], [0.351, 0.877, 6.157], [0.115, -0.808, 0.967], [0.228, -1.766, 1.665], [0.567, 0.375, 1.308], [-0.555, -0.711, -0.140], [0.392, 1.155, 0.690], [1.098, 0.497, 2.158], [-1.300, -1.392, -0.174], [-0.492, 0.221, -0.525]],
  "homo_ev": -9.2,
  "lumo_ev": 0.368,
  "smiles": "COP(=O)(OC)OC.COP(=O)(OC)OC.COP(=O)(OC)OC.COP(=O)(OC)OC.COP(=O)(OC)OC.COP(=O)(OC)OC.NC(N)=O.NC(N)=O",
  "charge": 0,
  "spin_multiplicity": 1
}

6.
{
  "formula": "C3H7N2O3",
  "method": "ωB97M-V/def2-TZVPD",
  "species": ["C", "C", "C", "N", "N", "O", "O", "O", "H", "H", "H", "H", "H", "H", "H"],
  "xyz": [[-0.263, 1.251, -0.095], [1.583, -0.103, 0.006], [-0.822, -0.166, -0.151], [1.055, 1.191, 0.321], [0.474, -0.988, -0.287], [0.553, -2.113, -0.714], [-1.243, -0.616, 1.105], [-1.619, -0.341, -1.177], [-0.398, 1.700, -1.107], [-0.853, 1.901, 0.562], [2.272, -0.326, -0.821], [2.174, -0.508, 0.840], [1.379, 1.341, 1.310], [-2.187, -0.994, 1.304], [-2.105, -1.230, -1.096]],
  "homo_ev": [-14.4, -14.4],
  "lumo_ev": [-7.157, -7.156],
  "smiles": "O=[N+]1CNCC1(O)O",
  "charge": 1,
  "spin_multiplicity": 1
}

Short version: total energy = -8292.334, -42706.602, -10314.774, -14489.562, -136685.562, -12336.263 eV, in the order given.